(1)
# C11H16F4N7O12S4V

A molecular structure, C11H16F4N7O12S4V in a non-equilibrium geometry (wB97M-V/def2-TZVPD, the OMol25 dataset).

## Properties
E_tot = -126556.6628 eV
E_HOMO (alpha / beta) = -11.269 / -11.269 eV
Multiplicity = 3
⟨S²⟩ = 2.036
Orbital gap (alpha / beta) = 0.294 / 0.201 Ha

Atoms and positions in Å:
V: -1.09 1.83 -0.45
S: -3.15 4.25 -1.63
S: 1.35 -0.64 -0.37
S: -4.25 2.85 0.16
S: -0.61 -1.46 0.40
F: -3.74 1.61 1.02
F: -1.96 -0.67 0.93
F: -3.16 3.67 -3.17
F: 2.03 0.64 -1.14
O: -1.90 5.03 -1.71
O: -5.51 2.39 -0.38
O: -1.25 -2.28 -0.60
O: -4.21 3.84 1.22
O: 2.11 -0.91 0.78
O: -0.37 2.93 3.69
O: -4.43 4.99 -1.62
O: -0.02 4.00 1.83
O: 1.36 -1.61 -1.41
O: -0.18 -2.16 1.62
O: -0.98 2.07 1.81
O: 0.01 2.76 -1.03
N: -3.08 -3.31 1.37
N: 4.38 3.01 -5.18
N: -0.03 0.08 -0.12
N: -1.82 0.58 -2.62
N: 0.78 -2.36 5.67
N: -2.94 2.75 -0.69
N: 5.91 0.07 -1.19
C: 4.82 -1.79 0.30
C: -2.64 -4.36 1.54
C: 3.40 1.86 -3.08
C: -0.48 3.08 2.45
C: -1.89 -0.49 -3.05
C: 1.15 -1.44 5.03
C: -2.01 -5.71 1.69
C: 1.55 -0.27 4.22
C: 5.43 -0.76 -0.56
C: -2.07 -1.92 -3.55
C: 3.92 2.50 -4.25
H: 2.63 2.52 -2.65
H: -2.68 -6.27 2.35
H: 4.17 1.50 -2.40
H: -3.07 -2.20 -3.23
H: 4.29 -1.42 1.17
H: 0.91 -0.27 3.34
H: -1.01 -5.58 2.11
H: -1.86 -1.98 -4.62
H: 1.28 0.72 4.60
H: 2.59 -0.43 3.94
H: 2.88 0.95 -3.37
H: 5.64 -2.35 0.75
H: -1.48 -2.60 -2.94
H: -0.96 1.47 2.56
H: 4.16 -2.45 -0.26
H: -1.88 -6.25 0.75

(2)
# C11H16F6N4O5PSr

A molecular structure, C11H16F6N4O5PSr (wB97M-V/def2-TZVPD, the OMol25 dataset).

## Properties
E_tot = -54300.6199 eV
E_HOMO (alpha / beta) = -8.636 / -8.635 eV
Multiplicity = 2
⟨S²⟩ = 0.770
Orbital gap (alpha / beta) = 0.288 / 0.236 Ha

Atoms and positions in Å:
Sr: 0.66 -0.09 1.23
P: -2.61 0.26 0.72
F: -1.53 -0.61 -0.19
F: -3.26 0.83 -0.61
F: -1.82 -0.32 2.06
F: -3.58 -1.01 0.75
F: -1.49 1.47 0.71
F: -3.56 1.12 1.64
O: 0.96 2.32 -0.17
O: 4.77 0.19 2.92
O: 2.94 -0.03 1.63
O: 0.65 0.23 -2.68
O: 0.20 -2.54 1.37
N: 0.82 1.96 -1.36
N: 1.29 0.34 3.80
N: -0.85 -4.39 0.60
N: 0.83 0.58 -1.55
C: 0.37 -5.09 0.25
C: -0.83 -3.17 1.13
C: 0.92 3.89 -4.52
C: 0.49 2.90 -2.41
C: 3.57 0.27 2.71
C: 1.27 2.97 -3.55
C: -0.95 4.62 -3.19
C: -0.18 4.71 -4.35
C: -2.10 -5.06 0.31
C: -0.62 3.71 -2.20
C: 2.69 0.83 3.85
H: -1.20 3.60 -1.30
H: -2.94 -4.43 0.62
H: -1.82 -2.76 1.34
H: 1.22 -4.47 0.52
H: 1.52 3.97 -5.42
H: -1.81 5.26 -3.06
H: 0.71 0.91 4.41
H: -2.19 -5.26 -0.76
H: 0.40 -5.29 -0.82
H: 1.25 -0.60 4.19
H: 0.43 -6.03 0.79
H: 2.67 1.91 3.72
H: 3.17 0.62 4.80
H: -2.16 -6.01 0.85
H: 2.13 2.32 -3.66
H: -0.45 5.42 -5.11

(3)
# C11H16N2O3

2 unconnected molecules or ions with the total composition C11H16N2O3 (wB97M-V/def2-TZVPD, the OMol25 dataset).

## Properties
E_tot = -20784.1002 eV
E_HOMO = -4.997 eV
Orbital gap = 0.080 Ha

Atoms and positions in Å:
O: -2.50 -0.34 -1.21
O: -2.70 0.37 0.91
O: 2.53 -2.79 0.53
N: -0.51 4.32 -0.86
N: 0.64 -0.87 -1.14
C: 2.41 -3.20 2.88
C: -1.96 2.92 0.31
C: 0.87 0.24 -1.66
C: 1.95 -3.59 1.46
C: 0.41 -3.45 1.40
C: -1.63 1.85 -0.54
C: -2.33 0.56 -0.21
C: -0.18 0.98 -2.46
C: -0.70 2.07 -1.57
C: -0.16 3.32 -1.70
C: -1.39 4.14 0.14
H: 2.16 -4.68 1.35
H: 1.46 -1.19 -0.59
H: -3.33 -0.17 -1.68
H: -0.10 -4.05 2.16
H: 0.27 1.41 -3.36
H: -1.61 4.97 0.79
H: -0.07 5.22 -0.98
H: 0.57 3.55 -2.46
H: 3.49 -3.31 2.96
H: 0.15 -2.40 1.58
H: 0.03 -3.74 0.42
H: -0.97 0.31 -2.77
H: 2.14 -2.16 3.08
H: 1.94 -3.83 3.65
H: 1.81 0.79 -1.52
H: -2.68 2.76 1.09

(4)
# C11H16N3

A gas-phase ion, C11H16N3 (charge +1) in a non-equilibrium geometry (wB97M-V/def2-TZVPD, the OMol25 dataset).

## Properties
E_tot = -16126.1402 eV
E_HOMO (alpha / beta) = -10.604 / -10.855 eV
Orbital gap (alpha / beta) = 0.260 / 0.265 Ha
Net charge = +1

Atoms and positions in Å:
N: 0.33 1.49 2.06
N: 0.08 -1.91 -2.74
N: -0.99 -0.92 0.80
C: 0.96 -2.13 -1.56
C: 0.35 3.70 1.92
C: -0.41 -0.49 -0.33
C: 0.27 3.19 0.60
C: 0.38 0.14 2.59
C: -1.32 -0.31 -1.51
C: 1.00 -0.85 -0.71
C: 0.34 1.85 0.76
C: 0.38 2.64 2.79
C: -1.32 -1.59 -2.34
C: -0.68 -0.76 2.02
H: 1.62 -1.03 0.17
H: 0.09 -2.73 -3.35
H: 0.44 2.63 3.86
H: -2.33 -0.11 -1.16
H: 1.96 -2.40 -1.91
H: -1.00 0.54 -2.11
H: 0.45 -1.11 -3.27
H: -1.93 -1.49 -3.23
H: -1.70 -2.42 -1.73
H: 0.25 3.75 -0.31
H: 0.55 -2.96 -0.97
H: 1.37 -0.29 2.39
H: 1.46 -0.05 -1.29
H: 0.26 0.21 3.67
H: -1.29 -1.31 2.73
H: 0.40 4.74 2.18

(5)
# C11H16N3

2 unconnected molecules or ions with the total composition C11H16N3 in a non-equilibrium geometry (wB97M-V/def2-TZVPD, the OMol25 dataset).

## Properties
E_tot = -16127.2202 eV
E_HOMO = -13.228 eV
Orbital gap = 0.326 Ha
Net charge = +1

Atoms and positions in Å:
N: -0.67 -0.30 -1.06
N: -0.57 -1.52 -0.60
N: -1.60 -1.90 0.08
C: 1.43 1.44 1.48
C: 1.23 1.94 -0.98
C: -2.33 1.54 -0.70
C: -3.68 -0.50 0.78
C: 1.09 -3.10 0.05
C: -2.41 -0.74 0.12
C: -1.75 0.27 -0.57
C: 1.90 1.53 0.07
C: 0.35 -2.50 -1.10
C: -3.57 1.72 -0.14
C: -4.21 0.71 0.56
H: 1.38 -2.23 0.80
H: -0.34 -3.19 -1.59
H: 0.33 2.69 -0.79
H: 1.29 2.49 1.83
H: 0.06 0.35 -1.21
H: 2.20 1.04 2.14
H: 2.87 1.03 -0.11
H: 1.73 1.91 -1.90
H: 0.47 0.98 1.67
H: -5.18 1.09 0.91
H: -4.12 2.64 -0.38
H: 0.88 -2.06 -1.91
H: 0.52 -3.89 0.57
H: 2.01 -3.74 -0.32
H: -2.01 2.32 -1.52
H: -4.11 -1.25 1.42

(6)
# C11H16N3

A gas-phase ion, C11H16N3 (charge +1) in a non-equilibrium geometry (wB97M-V/def2-TZVPD, the OMol25 dataset).

## Properties
E_tot = -16128.6709 eV
E_HOMO (alpha / beta) = -10.542 / -10.543 eV
Orbital gap (alpha / beta) = 0.246 / 0.246 Ha
Net charge = +1

Atoms and positions in Å:
N: -0.53 -0.24 -1.46
N: 3.09 -1.00 0.14
N: -1.02 2.02 1.25
C: 0.09 0.05 2.89
C: 0.53 0.41 4.11
C: 1.90 -0.73 -0.38
C: -1.23 1.19 0.25
C: -0.30 0.26 -0.17
C: -2.57 1.26 -0.46
C: 1.10 -0.25 1.87
C: 0.34 -0.91 -2.24
C: 0.87 -0.19 0.53
C: 1.68 -1.10 -1.66
C: 0.03 -1.30 -3.61
H: -2.43 1.85 -1.46
H: 3.88 -1.48 -0.28
H: -0.16 -0.63 -4.43
H: 2.07 -0.57 2.22
H: -3.07 0.39 -0.75
H: 0.82 -1.83 -4.12
H: -0.25 0.61 4.80
H: -0.09 2.19 1.69
H: -3.37 1.75 0.27
H: 1.50 0.07 4.39
H: -1.61 2.89 1.33
H: -0.87 -2.07 -3.54
H: -1.46 0.16 -1.85
H: 2.45 -1.49 -2.26
H: -0.93 0.23 2.56
H: 3.35 -0.62 1.07

(7)
# C11H16N3O

A gas-phase ion, C11H16N3O (charge +1) in a non-equilibrium geometry (wB97M-V/def2-TZVPD, the OMol25 dataset).

## Properties
E_tot = -18172.7537 eV
E_HOMO = -11.037 eV
Orbital gap = 0.271 Ha
Net charge = +1

Atoms and positions in Å:
O: 1.31 -1.88 0.39
N: 1.30 1.15 2.52
N: 1.20 -0.97 1.49
N: -0.11 1.09 0.80
C: 0.07 -2.60 -2.80
C: 0.93 -1.13 -0.87
C: 0.74 0.35 1.56
C: -0.83 0.91 -0.36
C: 0.99 -2.24 -1.90
C: -1.38 -0.77 -1.98
C: -0.40 -0.28 -0.95
C: -1.12 -1.82 -2.81
C: 1.91 -1.46 2.70
C: -1.56 3.17 -0.02
C: -1.81 1.91 -0.86
H: 0.16 -3.41 -3.42
H: 1.50 -0.99 3.53
H: 2.08 0.75 3.03
H: -0.59 3.60 0.30
H: -2.46 -0.31 -2.00
H: -1.84 3.01 1.04
H: -2.86 1.70 -0.75
H: 1.78 -2.89 -1.66
H: 1.75 -0.45 -1.12
H: -0.22 1.97 1.31
H: 2.98 -1.16 2.57
H: -1.69 2.01 -2.00
H: -2.01 -2.18 -3.31
H: 0.70 1.47 3.27
H: -2.29 3.95 -0.45
H: 1.76 -2.50 2.75

(8)
# C11H16N4O3

C11H16N4O3 in the gas phase in a non-equilibrium geometry (wB97M-V/def2-TZVPD, the OMol25 dataset).

## Properties
E_tot = -23770.2463 eV
E_HOMO = -9.256 eV
Orbital gap = 0.363 Ha

Atoms and positions in Å:
O: 2.99 -2.10 0.54
O: 4.60 -0.58 0.66
O: 0.66 -1.82 -0.65
N: 1.39 0.28 -0.17
N: -3.77 0.47 0.86
N: -5.34 -0.29 -0.47
N: -0.81 0.44 1.67
C: 1.36 1.78 0.20
C: -5.02 0.08 0.80
C: -4.16 -0.28 -1.20
C: 0.48 -0.67 -0.16
C: 2.80 2.18 0.08
C: -1.68 0.31 -0.67
C: 3.56 -0.95 0.16
C: -3.20 0.19 -0.39
C: -0.87 -0.37 0.42
C: 2.73 -0.05 -0.76
C: 3.34 1.31 -1.06
H: -1.53 -0.18 -1.61
H: 0.72 2.26 -0.56
H: 2.63 -0.69 -1.60
H: -1.41 1.38 -0.75
H: -0.47 -0.19 2.45
H: 4.43 1.28 -0.97
H: 2.14 -2.23 0.08
H: -1.35 -1.34 0.58
H: 2.87 3.31 -0.17
H: 3.35 1.90 0.97
H: -6.20 -0.64 -0.89
H: -4.04 -0.57 -2.22
H: 3.12 1.61 -2.08
H: 0.90 1.95 1.13
H: -5.72 0.09 1.63
H: -1.76 0.58 1.91